2 unconnected molecules or ions with the total composition CH2N2O3Si, computed with wB97M-V/def2-TZVPD.

- relative energy (zero: lowest compared OMol25 entry of this formula, charge and spin) (kJ/mol) = 253.1
- molecular weight (g/mol) = 118.12
- SMILES = N#C[SiH]=O.O=NO
- Kohn-Sham gap (eV) = 9.6

The geometry in ORCA input format:
```
! wB97M-V def2-TZVPD RIJCOSX def2/J DEFGRID3
* xyz 0 1
N -1.810 1.984 -1.770
C -0.890 1.308 -1.640
Si 0.623 0.248 -1.302
O 1.469 0.587 -0.109
H 1.103 -0.583 -2.488
O -0.258 -1.881 0.631
N -0.202 -1.558 1.776
O -0.194 -0.225 2.056
H 0.159 0.120 2.847
*
```